Arrangement i

Entry from OMol25: a cluster of 11 separate species, C99H209N11O11 in total (ωB97M-V/def2-TZVPD).

XYZ file:
```
330
Properties=species:S:1:pos:R:3:lowdin_charge:R:1
C 1.792 -3.620 7.823 -0.015
C 0.362 -4.153 8.115 -0.490
C 0.338 -5.000 9.375 -0.042
C -0.678 -3.057 8.321 -0.135
C -0.976 -2.302 7.043 -0.191
C -1.375 -3.261 5.955 -0.156
C -0.586 -4.525 5.713 -0.443
C -1.707 -5.604 5.280 -0.016
C 0.508 -4.278 4.668 -0.011
N -0.096 -5.028 7.013 -0.170
O 0.639 -6.121 6.842 -0.004
H 1.672 -2.755 7.171 0.056
H 2.221 -3.189 8.728 0.084
H 2.408 -4.402 7.379 0.085
H 0.906 -4.482 10.148 0.081
H -0.653 -5.118 9.814 0.081
H 0.842 -5.966 9.345 0.082
H -1.565 -3.586 8.667 0.119
H -0.465 -2.276 9.051 0.128
H -1.810 -1.650 7.303 0.115
H -0.185 -1.642 6.686 0.088
H -1.303 -2.593 5.097 0.114
H -2.451 -3.426 6.004 0.116
H -2.288 -5.882 6.159 0.082
H -1.255 -6.531 4.926 0.060
H -2.369 -5.260 4.486 0.071
H 1.355 -3.661 4.965 0.059
H 0.127 -3.889 3.724 0.069
H 0.910 -5.249 4.379 0.077
H 0.026 -6.851 6.951 0.113
C -0.304 5.763 -6.488 -0.031
C -1.531 5.389 -5.591 -0.472
C -2.889 5.889 -6.248 0.001
C -1.552 3.912 -5.501 -0.184
C -2.405 3.276 -4.419 -0.149
C -2.015 3.861 -3.073 -0.150
C -1.866 5.362 -3.018 -0.486
C -3.243 6.000 -2.878 -0.032
C -1.162 5.637 -1.685 -0.031
N -1.137 5.858 -4.238 -0.098
O -0.958 7.223 -4.196 -0.016
H -0.189 6.845 -6.423 0.070
H 0.595 5.337 -6.043 0.076
H -0.314 5.557 -7.558 0.085
H -3.370 6.718 -5.728 0.071
H -2.764 6.164 -7.295 0.077
H -3.668 5.132 -6.168 0.045
H -1.719 3.430 -6.464 0.129
H -0.524 3.577 -5.363 0.117
H -3.473 3.373 -4.614 0.100
H -2.022 2.256 -4.426 0.105
H -1.211 3.274 -2.629 0.097
H -2.836 3.656 -2.386 0.110
H -3.318 7.088 -2.866 0.088
H -3.771 5.740 -1.961 0.084
H -3.794 5.764 -3.788 0.069
H -0.134 5.302 -1.549 0.065
H -1.832 5.307 -0.891 0.086
H -1.105 6.724 -1.627 0.081
H -0.035 7.381 -4.409 0.096
C -0.591 3.506 6.971 -0.022
C -0.304 2.513 5.824 -0.474
C 0.384 1.196 6.302 -0.023
C -1.635 1.985 5.276 -0.195
C -2.367 2.925 4.494 -0.191
C -1.434 3.456 3.340 -0.091
C -0.159 4.082 3.874 -0.496
C 0.936 4.371 2.769 -0.026
C -0.423 5.461 4.531 -0.013
N 0.450 3.173 4.772 -0.118
O 1.757 3.564 5.166 -0.005
H 0.331 3.970 7.322 0.085
H -1.380 4.233 6.781 0.074
H -1.019 2.902 7.772 0.079
H 0.484 0.547 5.432 0.068
H 1.409 1.416 6.604 0.079
H -0.158 0.658 7.080 0.075
H -1.358 1.260 4.510 0.111
H -2.220 1.362 5.953 0.135
H -3.098 2.280 4.006 0.100
H -2.904 3.726 5.001 0.115
H -2.064 4.189 2.835 0.119
H -1.249 2.633 2.650 0.102
H 1.848 4.800 3.183 0.075
H 0.541 5.058 2.021 0.084
H 1.300 3.471 2.274 0.056
H 0.078 5.489 5.499 0.074
H -1.491 5.676 4.551 0.080
H 0.095 6.251 3.988 0.074
H 2.286 2.946 4.656 0.058
C 9.852 -0.195 -3.525 -0.038
C 8.638 -0.998 -3.127 -0.496
C 8.986 -2.546 -3.299 -0.036
C 8.326 -0.928 -1.607 -0.098
C 7.383 0.305 -1.120 -0.126
C 6.207 0.407 -2.103 -0.162
C 6.476 0.441 -3.588 -0.464
C 5.178 0.167 -4.385 -0.025
C 7.000 1.836 -4.000 -0.024
N 7.389 -0.762 -3.838 -0.067
O 7.486 -1.170 -5.258 -0.027
H 9.899 0.827 -3.149 0.073
H 10.789 -0.646 -3.199 0.084
H 9.905 -0.045 -4.604 0.085
H 9.613 -2.884 -2.474 0.076
H 8.164 -3.261 -3.318 0.063
H 9.535 -2.772 -4.213 0.074
H 7.877 -1.839 -1.211 0.099
H 9.211 -0.749 -0.996 0.111
H 6.928 -0.016 -0.182 0.074
H 7.936 1.238 -1.012 0.100
H 5.591 1.273 -1.861 0.106
H 5.610 -0.445 -1.779 0.105
H 4.900 -0.865 -4.171 0.065
H 5.331 0.375 -5.444 0.086
H 4.308 0.751 -4.085 0.078
H 7.822 2.218 -3.396 0.073
H 6.145 2.509 -4.067 0.068
H 7.422 1.910 -5.002 0.081
H 6.656 -1.603 -5.472 0.074
C -6.570 -2.286 0.425 -0.038
C -6.874 -0.857 0.982 -0.499
C -8.339 -0.730 1.276 -0.034
C -6.060 -0.821 2.253 -0.136
C -5.899 0.645 2.804 -0.142
C -5.442 1.643 1.723 -0.137
C -6.222 1.559 0.388 -0.495
C -7.571 2.332 0.545 -0.018
C -5.340 2.344 -0.577 -0.040
N -6.301 0.153 0.010 -0.100
O -6.705 -0.063 -1.307 -0.010
H -5.572 -2.348 -0.010 0.071
H -6.709 -3.030 1.210 0.085
H -7.302 -2.586 -0.324 0.081
H -8.833 -1.625 1.655 0.088
H -8.502 -0.068 2.126 0.075
H -8.870 -0.387 0.389 0.090
H -6.575 -1.459 2.971 0.117
H -5.106 -1.342 2.174 0.103
H -6.791 1.018 3.306 0.101
H -5.113 0.639 3.560 0.095
H -4.372 1.769 1.557 0.094
H -5.772 2.531 2.262 0.113
H -8.319 2.117 -0.219 0.076
H -7.328 3.395 0.552 0.080
H -8.041 2.152 1.512 0.067
H -5.129 3.346 -0.202 0.088
H -5.825 2.451 -1.547 0.078
H -4.368 1.855 -0.631 0.062
H -6.059 -0.741 -1.520 0.090
C -0.983 -6.226 1.636 -0.023
C -1.920 -6.857 0.491 -0.405
C -1.384 -8.290 0.207 -0.034
C -3.275 -7.017 1.202 -0.144
C -4.393 -7.359 0.204 -0.201
C -4.444 -6.350 -0.925 -0.168
C -3.174 -6.108 -1.715 -0.479
C -3.100 -7.232 -2.799 0.002
C -3.390 -4.712 -2.344 -0.036
N -2.040 -6.006 -0.770 -0.111
O -0.837 -5.769 -1.391 -0.017
H -1.267 -5.288 2.112 0.056
H -0.767 -6.893 2.470 0.071
H 0.060 -6.137 1.332 0.065
H -1.929 -8.829 -0.568 0.068
H -0.349 -8.405 -0.114 0.082
H -1.585 -8.928 1.068 0.084
H -3.221 -7.804 1.955 0.123
H -3.692 -6.052 1.489 0.118
H -4.268 -8.338 -0.260 0.104
H -5.281 -7.436 0.831 0.115
H -4.857 -5.534 -0.332 0.113
H -5.223 -6.719 -1.594 0.118
H -2.229 -7.865 -2.630 0.068
H -2.920 -6.695 -3.730 0.078
H -4.036 -7.790 -2.835 0.081
H -2.578 -4.347 -2.972 0.077
H -3.479 -3.965 -1.555 0.063
H -4.220 -4.685 -3.050 0.088
H -0.650 -6.667 -1.675 0.081
C -1.924 -0.335 1.394 -0.008
C -1.219 -1.107 0.242 -0.494
C -1.242 -2.656 0.487 -0.031
C -2.158 -1.044 -0.934 -0.152
C -1.999 0.273 -1.720 -0.147
C -0.474 0.451 -2.001 -0.136
C 0.469 0.387 -0.812 -0.480
C 1.915 0.366 -1.358 -0.019
C 0.270 1.690 -0.029 -0.017
N 0.128 -0.790 -0.013 -0.111
O 0.967 -0.980 1.082 0.011
H -1.230 -0.051 2.185 0.069
H -2.372 0.645 1.232 0.054
H -2.622 -1.054 1.824 0.077
H -0.584 -3.145 -0.232 0.086
H -0.799 -2.921 1.447 0.061
H -2.203 -3.169 0.462 0.076
H -1.994 -1.891 -1.599 0.109
H -3.229 -1.058 -0.730 0.113
H -2.422 0.197 -2.721 0.109
H -2.416 1.099 -1.143 0.080
H -0.366 1.371 -2.576 0.093
H -0.247 -0.277 -2.780 0.122
H 2.680 0.553 -0.604 0.071
H 2.056 1.053 -2.193 0.081
H 2.135 -0.623 -1.758 0.073
H -0.756 1.674 0.339 0.061
H 0.418 2.614 -0.588 0.077
H 0.952 1.709 0.822 0.070
H 1.470 -1.755 0.821 0.086
C 1.740 -4.916 -3.662 -0.043
C 3.136 -5.029 -3.010 -0.481
C 3.805 -6.210 -3.553 -0.056
C 3.951 -3.688 -3.439 -0.130
C 5.114 -3.490 -2.609 -0.209
C 4.755 -3.406 -1.093 -0.105
C 4.108 -4.731 -0.599 -0.518
C 5.165 -5.841 -0.511 -0.016
C 3.544 -4.445 0.746 -0.048
N 2.991 -5.111 -1.522 -0.074
O 2.040 -6.088 -1.056 -0.026
H 1.775 -4.565 -4.693 0.084
H 1.143 -5.826 -3.598 0.076
H 1.241 -4.115 -3.115 0.079
H 3.404 -6.404 -4.548 0.091
H 4.884 -6.069 -3.499 0.074
H 3.637 -7.066 -2.900 0.093
H 4.225 -3.743 -4.492 0.123
H 3.262 -2.843 -3.424 0.111
H 5.977 -4.155 -2.649 0.108
H 5.646 -2.564 -2.824 0.078
H 3.981 -2.665 -0.893 0.103
H 5.615 -3.180 -0.463 0.116
H 4.676 -6.676 -0.011 0.085
H 6.041 -5.561 0.074 0.087
H 5.433 -6.164 -1.517 0.062
H 2.861 -3.596 0.768 0.077
H 4.360 -4.245 1.440 0.077
H 3.110 -5.336 1.201 0.085
H 1.228 -5.623 -0.841 0.054
C 5.165 4.502 1.216 -0.040
C 4.256 4.851 0.035 -0.439
C 3.239 3.607 -0.128 -0.009
C 3.457 6.089 0.373 -0.131
C 2.808 6.869 -0.792 -0.193
C 3.772 7.040 -1.901 -0.150
C 4.469 5.685 -2.368 -0.419
C 3.447 4.811 -3.181 -0.007
C 5.657 6.238 -3.238 -0.035
N 5.089 5.025 -1.182 -0.135
O 5.943 3.999 -1.411 -0.019
H 4.652 4.069 2.075 0.065
H 5.997 3.826 1.020 0.071
H 5.661 5.347 1.694 0.084
H 3.183 2.906 0.706 0.047
H 2.201 3.940 -0.155 0.051
H 3.425 3.060 -1.052 0.060
H 2.815 5.788 1.201 0.103
H 4.181 6.800 0.771 0.115
H 1.983 6.258 -1.157 0.080
H 2.378 7.762 -0.339 0.119
H 4.466 7.787 -1.516 0.118
H 3.228 7.515 -2.718 0.119
H 3.144 5.113 -4.184 0.077
H 2.584 4.752 -2.518 0.057
H 3.848 3.815 -3.371 0.065
H 6.160 5.315 -3.524 0.064
H 6.348 6.853 -2.661 0.080
H 5.319 6.845 -4.078 0.081
H 6.767 4.211 -0.966 0.109
C 6.047 0.426 2.342 -0.013
C 5.383 0.785 3.763 -0.472
C 6.034 2.097 4.232 -0.044
C 3.868 1.138 3.499 -0.096
C 3.062 -0.172 3.508 -0.159
C 3.246 -1.105 4.732 -0.123
C 4.748 -1.461 4.988 -0.428
C 4.839 -2.138 6.402 -0.018
C 5.140 -2.513 3.921 -0.038
N 5.530 -0.172 4.813 -0.103
O 6.875 -0.393 5.056 -0.015
H 6.099 1.244 1.623 0.060
H 7.066 0.072 2.498 0.084
H 5.323 -0.232 1.862 0.058
H 6.099 2.992 3.613 0.068
H 5.630 2.368 5.207 0.086
H 7.086 1.904 4.438 0.074
H 3.461 1.741 4.311 0.088
H 3.695 1.762 2.622 0.101
H 2.005 0.079 3.426 0.092
H 3.188 -0.813 2.635 0.091
H 2.711 -2.036 4.549 0.090
H 2.726 -0.837 5.652 0.094
H 4.405 -3.138 6.356 0.076
H 4.364 -1.553 7.190 0.084
H 5.886 -2.283 6.666 0.071
H 4.518 -3.408 3.924 0.076
H 6.157 -2.825 4.163 0.083
H 5.097 -2.213 2.874 0.061
H 6.890 -0.624 5.988 0.095
C -10.353 1.515 -5.490 -0.012
C -9.237 2.340 -4.705 -0.450
C -9.867 3.348 -3.749 -0.052
C -8.389 1.359 -3.872 -0.145
C -7.354 0.582 -4.695 -0.165
C -6.443 1.557 -5.494 -0.112
C -7.271 2.546 -6.382 -0.482
C -6.240 3.658 -6.684 -0.051
C -7.726 1.804 -7.653 -0.025
N -8.406 3.169 -5.662 -0.143
O -9.054 4.146 -6.341 -0.006
H -11.079 1.137 -4.770 0.073
H -10.897 2.218 -6.121 0.079
H -9.913 0.656 -5.996 0.060
H -9.156 3.746 -3.024 0.077
H -10.442 4.146 -4.219 0.079
H -10.559 2.945 -3.010 0.080
H -7.858 1.913 -3.098 0.095
H -9.105 0.739 -3.332 0.123
H -6.849 -0.068 -3.980 0.092
H -7.847 -0.092 -5.395 0.096
H -5.766 0.935 -6.079 0.122
H -5.916 2.169 -4.762 0.099
H -6.681 4.508 -7.204 0.075
H -5.242 3.484 -7.088 0.081
H -6.066 4.059 -5.685 0.069
H -6.952 1.488 -8.353 0.082
H -8.350 2.480 -8.237 0.082
H -8.271 0.929 -7.297 0.058
H -8.663 4.961 -6.017 0.109
```

orbital gap: 8.27 eV
HOMO level: -7.92 eV
2S+1: 1
SMILES: CC1(C)CCCC(C)(C)N1O.CC1(C)CCCC(C)(C)N1O.CC1(C)CCCC(C)(C)N1O.CC1(C)CCCC(C)(C)N1O.CC1(C)CCCC(C)(C)N1O.CC1(C)CCCC(C)(C)N1O.CC1(C)CCCC(C)(C)N1O.CC1(C)CCCC(C)(C)N1O.CC1(C)CCCC(C)(C)N1O.CC1(C)CCCC(C)(C)N1O.CC1(C)CCCC(C)(C)N1O



Arrangement ii

Entry from OMol25: a cluster of 11 separate species, C99H209N11O11 in total (ωB97M-V/def2-TZVPD).

XYZ file:
```
330
Properties=species:S:1:pos:R:3:lowdin_charge:R:1
C 2.688 -8.599 1.412 -0.042
C 3.530 -7.424 1.841 -0.485
C 2.723 -6.627 2.945 -0.001
C 4.816 -7.959 2.460 -0.150
C 5.903 -6.918 2.769 -0.165
C 6.239 -6.209 1.458 -0.134
C 5.018 -5.583 0.723 -0.485
C 4.566 -4.320 1.525 -0.014
C 5.399 -5.198 -0.696 -0.033
N 3.892 -6.544 0.690 -0.121
O 2.784 -6.018 0.071 -0.026
H 3.103 -9.082 0.527 0.098
H 2.408 -9.242 2.246 0.092
H 1.696 -8.199 1.202 0.044
H 3.410 -6.308 3.729 0.068
H 2.245 -5.738 2.534 0.073
H 1.972 -7.318 3.328 0.064
H 4.628 -8.673 3.262 0.121
H 5.207 -8.676 1.739 0.116
H 5.577 -6.238 3.557 0.100
H 6.852 -7.389 3.027 0.112
H 6.875 -6.775 0.777 0.121
H 6.840 -5.377 1.823 0.112
H 5.284 -3.504 1.441 0.050
H 4.529 -4.548 2.590 0.075
H 3.691 -3.897 1.032 0.081
H 5.558 -6.074 -1.325 0.086
H 6.312 -4.607 -0.627 0.083
H 4.552 -4.720 -1.188 0.074
H 2.567 -6.626 -0.640 0.109
C -3.012 -7.778 4.422 -0.044
C -2.859 -8.479 3.038 -0.446
C -2.789 -10.046 3.353 -0.020
C -4.235 -8.200 2.314 -0.148
C -4.344 -6.904 1.623 -0.230
C -3.149 -6.723 0.682 -0.111
C -1.741 -6.839 1.421 -0.434
C -0.667 -6.900 0.332 -0.041
C -1.567 -5.505 2.261 -0.010
N -1.687 -8.045 2.277 -0.107
O -0.486 -8.175 3.010 -0.011
H -2.043 -7.822 4.918 0.075
H -3.175 -6.711 4.272 0.060
H -3.766 -8.226 5.070 0.086
H -2.394 -10.304 4.336 0.074
H -3.776 -10.461 3.147 0.066
H -2.171 -10.537 2.602 0.071
H -4.400 -9.063 1.669 0.118
H -5.030 -8.028 3.039 0.121
H -5.299 -6.716 1.132 0.108
H -4.440 -6.072 2.320 0.094
H -3.221 -5.720 0.262 0.104
H -3.317 -7.432 -0.128 0.120
H -0.391 -7.872 -0.077 0.085
H 0.276 -6.440 0.628 0.056
H -0.982 -6.351 -0.555 0.080
H -1.624 -4.669 1.564 0.060
H -0.617 -5.505 2.797 0.079
H -2.401 -5.289 2.929 0.057
H 0.084 -8.737 2.480 0.074
C -6.059 -1.688 4.117 -0.024
C -5.900 -1.393 2.617 -0.443
C -4.788 -0.264 2.431 -0.017
C -5.388 -2.657 1.901 -0.139
C -6.503 -3.646 1.580 -0.175
C -7.668 -3.007 0.852 -0.128
C -8.218 -1.764 1.582 -0.546
C -9.004 -0.983 0.508 -0.032
C -9.080 -2.199 2.697 -0.046
N -7.129 -0.890 1.950 -0.141
O -7.507 0.350 2.448 0.001
H -6.242 -0.840 4.777 0.085
H -6.976 -2.232 4.345 0.061
H -5.292 -2.379 4.466 0.084
H -3.790 -0.654 2.633 0.070
H -4.941 0.075 1.406 0.068
H -4.937 0.568 3.119 0.074
H -4.822 -2.542 0.977 0.107
H -4.685 -3.262 2.474 0.106
H -6.145 -4.402 0.880 0.098
H -6.756 -4.166 2.504 0.115
H -8.526 -3.680 0.836 0.122
H -7.552 -2.716 -0.192 0.101
H -9.820 -1.546 0.055 0.090
H -8.326 -0.584 -0.247 0.077
H -9.525 -0.127 0.937 0.081
H -8.879 -2.997 3.412 0.085
H -10.099 -2.332 2.335 0.089
H -9.122 -1.330 3.353 0.088
H -7.266 0.787 1.628 0.094
C -2.307 8.152 1.983 -0.015
C -1.655 7.435 3.249 -0.464
C -2.286 8.035 4.561 -0.044
C -2.023 5.946 3.295 -0.121
C -1.135 5.074 2.328 -0.173
C 0.337 5.276 2.626 -0.144
C 0.813 6.761 2.555 -0.422
C 2.251 6.885 3.194 -0.034
C 0.922 7.142 1.000 -0.021
N -0.177 7.643 3.298 -0.089
O 0.283 9.017 3.349 -0.023
H -3.347 7.869 1.821 0.068
H -2.297 9.240 2.055 0.074
H -1.777 7.851 1.080 0.056
H -1.761 7.609 5.416 0.076
H -2.134 9.100 4.734 0.069
H -3.355 7.822 4.587 0.083
H -1.887 5.570 4.309 0.116
H -3.059 5.793 2.990 0.109
H -1.480 4.069 2.570 0.092
H -1.356 5.249 1.275 0.095
H 0.986 4.765 1.915 0.105
H 0.607 4.905 3.615 0.108
H 3.086 6.422 2.668 0.079
H 2.256 6.550 4.231 0.065
H 2.570 7.917 3.342 0.068
H 1.157 8.187 0.801 0.081
H 0.036 6.826 0.449 0.054
H 1.680 6.458 0.618 0.068
H 0.299 9.204 4.291 0.090
C -1.207 6.031 -6.192 -0.042
C -1.018 5.015 -5.143 -0.444
C -2.294 5.007 -4.259 -0.029
C -0.975 3.517 -5.798 -0.117
C 0.269 3.350 -6.641 -0.182
C 1.453 3.445 -5.649 -0.139
C 1.549 4.800 -4.936 -0.507
C 2.561 4.545 -3.771 -0.023
C 2.164 5.865 -5.875 -0.019
N 0.275 5.162 -4.410 -0.162
O 0.322 6.074 -3.448 0.015
H -1.075 6.968 -5.650 0.087
H -0.445 6.033 -6.972 0.076
H -2.209 6.117 -6.611 0.096
H -2.366 6.000 -3.815 0.081
H -3.189 4.811 -4.848 0.081
H -2.431 4.282 -3.457 0.057
H -1.053 2.663 -5.125 0.095
H -1.803 3.327 -6.481 0.110
H 0.269 2.382 -7.142 0.106
H 0.398 4.039 -7.475 0.100
H 2.376 3.377 -6.226 0.120
H 1.374 2.631 -4.929 0.094
H 3.068 5.443 -3.417 0.079
H 3.435 3.968 -4.073 0.079
H 2.130 3.981 -2.943 0.063
H 3.242 5.955 -6.012 0.085
H 1.851 6.845 -5.516 0.077
H 1.704 5.717 -6.853 0.063
H 0.268 6.942 -3.853 0.095
C 9.446 0.203 1.357 -0.012
C 8.389 -0.216 0.302 -0.485
C 9.034 -0.876 -0.895 -0.048
C 7.589 -1.398 0.902 -0.159
C 6.572 -0.969 1.942 -0.161
C 5.634 0.057 1.189 -0.122
C 6.311 1.299 0.604 -0.501
C 5.217 1.936 -0.269 -0.026
C 6.635 2.221 1.801 -0.022
N 7.522 0.887 -0.126 -0.102
O 8.262 1.933 -0.722 0.007
H 10.255 -0.523 1.446 0.085
H 9.855 1.211 1.287 0.082
H 8.947 0.251 2.325 0.063
H 9.547 -1.797 -0.619 0.087
H 8.301 -1.203 -1.633 0.067
H 9.746 -0.255 -1.438 0.085
H 7.043 -2.063 0.233 0.106
H 8.215 -2.141 1.396 0.122
H 6.001 -1.770 2.411 0.088
H 7.015 -0.521 2.832 0.090
H 4.901 0.437 1.900 0.104
H 5.032 -0.425 0.420 0.109
H 5.605 2.914 -0.552 0.084
H 4.292 2.209 0.238 0.079
H 5.127 1.334 -1.173 0.068
H 6.990 1.706 2.693 0.071
H 5.734 2.810 1.973 0.071
H 7.417 2.955 1.606 0.081
H 7.740 1.987 -1.526 0.096
C 1.540 -0.427 1.114 -0.014
C 0.163 -0.689 0.405 -0.413
C -0.071 -2.269 0.420 -0.039
C -1.037 -0.220 1.287 -0.126
C -1.028 1.374 1.412 -0.145
C -1.007 2.047 0.032 -0.139
C 0.087 1.534 -0.914 -0.471
C -0.427 1.988 -2.384 -0.014
C 1.388 2.263 -0.631 -0.034
N 0.101 0.070 -0.918 -0.082
O 1.014 -0.576 -1.799 -0.024
H 1.811 -1.360 1.608 0.076
H 2.246 -0.064 0.367 0.065
H 1.439 0.392 1.826 0.055
H 0.716 -2.840 -0.073 0.074
H -0.279 -2.685 1.406 0.071
H -0.943 -2.468 -0.204 0.061
H -1.976 -0.632 0.915 0.093
H -1.079 -0.723 2.253 0.108
H -1.889 1.599 2.041 0.094
H -0.149 1.764 1.925 0.087
H -0.881 3.092 0.315 0.099
H -1.958 1.930 -0.488 0.095
H -0.412 3.065 -2.550 0.069
H -1.407 1.592 -2.652 0.070
H 0.278 1.592 -3.114 0.056
H 1.540 2.072 0.431 0.063
H 1.240 3.340 -0.699 0.084
H 2.164 1.907 -1.309 0.083
H 0.331 -0.998 -2.325 0.085
C -4.575 3.535 0.764 -0.059
C -5.211 4.039 -0.505 -0.418
C -4.897 5.580 -0.786 0.000
C -4.595 3.020 -1.620 -0.088
C -5.432 3.001 -2.981 -0.137
C -6.961 2.956 -2.736 -0.141
C -7.574 3.877 -1.627 -0.444
C -7.717 5.309 -2.173 -0.035
C -8.986 3.217 -1.357 -0.034
N -6.704 3.768 -0.389 -0.106
O -7.328 4.351 0.734 -0.021
H -4.930 2.514 0.906 0.069
H -3.491 3.593 0.663 0.071
H -4.844 4.018 1.703 0.082
H -4.882 5.730 -1.866 0.055
H -5.702 6.182 -0.365 0.074
H -3.965 5.938 -0.349 0.066
H -3.589 3.402 -1.789 0.081
H -4.401 2.027 -1.215 0.080
H -5.151 3.958 -3.420 0.081
H -5.072 2.249 -3.683 0.086
H -7.284 1.928 -2.574 0.092
H -7.408 3.121 -3.717 0.116
H -8.042 5.909 -1.323 0.083
H -8.561 5.316 -2.863 0.081
H -6.866 5.755 -2.688 0.072
H -9.538 3.768 -0.596 0.076
H -9.038 2.174 -1.046 0.064
H -9.563 3.118 -2.276 0.080
H -7.205 3.719 1.446 0.091
C 3.304 -2.815 -4.447 0.011
C 3.594 -1.265 -4.828 -0.462
C 2.303 -0.541 -5.172 -0.046
C 4.058 -0.500 -3.590 -0.143
C 5.463 -0.917 -3.043 -0.159
C 6.466 -0.561 -4.137 -0.139
C 6.086 -1.144 -5.534 -0.455
C 6.914 -0.288 -6.537 -0.044
C 6.531 -2.634 -5.639 -0.021
N 4.628 -0.963 -5.838 -0.105
O 4.286 -1.465 -7.106 -0.017
H 2.649 -2.922 -3.582 0.073
H 2.949 -3.306 -5.353 0.075
H 4.188 -3.403 -4.201 0.047
H 1.463 -0.671 -4.489 0.066
H 2.334 0.533 -5.354 0.073
H 1.827 -1.031 -6.022 0.078
H 3.973 0.578 -3.722 0.120
H 3.457 -0.883 -2.765 0.100
H 5.736 -0.392 -2.128 0.073
H 5.455 -1.986 -2.831 0.101
H 7.404 -1.078 -3.935 0.105
H 6.583 0.520 -4.220 0.114
H 6.861 0.795 -6.420 0.073
H 6.531 -0.259 -7.558 0.068
H 7.984 -0.494 -6.545 0.084
H 6.189 -3.082 -6.572 0.083
H 6.227 -3.179 -4.745 0.063
H 7.620 -2.627 -5.610 0.076
H 4.335 -0.644 -7.601 0.097
C 2.559 -0.540 6.310 -0.038
C 3.473 0.757 6.061 -0.483
C 4.944 0.249 5.968 -0.016
C 2.904 1.402 4.811 -0.118
C 3.527 2.820 4.685 -0.177
C 3.161 3.681 5.897 -0.146
C 3.570 3.024 7.282 -0.457
C 5.083 3.373 7.430 -0.039
C 2.687 3.768 8.308 -0.041
N 3.227 1.570 7.261 -0.056
O 3.709 0.925 8.523 -0.029
H 1.526 -0.252 6.502 0.073
H 2.513 -1.161 5.415 0.071
H 2.848 -1.141 7.172 0.071
H 5.477 0.192 6.917 0.080
H 5.033 -0.643 5.348 0.078
H 5.541 1.022 5.482 0.057
H 3.240 0.824 3.950 0.107
H 1.821 1.528 4.798 0.124
H 4.563 2.930 4.366 0.097
H 3.004 3.371 3.904 0.090
H 2.081 3.829 5.906 0.101
H 3.590 4.681 5.832 0.115
H 5.736 3.118 6.595 0.064
H 5.579 2.759 8.181 0.073
H 5.396 4.410 7.550 0.080
H 2.994 4.798 8.488 0.084
H 2.687 3.315 9.299 0.069
H 1.637 3.790 8.016 0.078
H 3.004 1.113 9.147 0.082
C -3.284 0.110 -6.137 -0.037
C -3.659 -1.170 -5.393 -0.497
C -4.144 -2.260 -6.358 -0.024
C -2.335 -1.678 -4.725 -0.128
C -2.472 -2.747 -3.623 -0.179
C -3.395 -2.167 -2.620 -0.148
C -4.810 -1.724 -3.171 -0.481
C -5.723 -2.908 -3.447 -0.030
C -5.469 -0.963 -2.006 -0.025
N -4.660 -0.843 -4.339 -0.085
O -5.927 -0.473 -4.911 -0.012
H -4.212 0.482 -6.572 0.084
H -3.170 0.875 -5.369 0.065
H -2.346 0.063 -6.690 0.091
H -3.426 -2.233 -7.177 0.086
H -4.158 -3.245 -5.893 0.064
H -5.142 -2.076 -6.756 0.085
H -1.613 -1.942 -5.497 0.116
H -1.846 -0.826 -4.252 0.102
H -2.937 -3.630 -4.061 0.105
H -1.538 -3.053 -3.151 0.110
H -2.949 -1.430 -1.952 0.108
H -3.550 -2.992 -1.924 0.111
H -5.833 -3.477 -2.524 0.076
H -5.322 -3.593 -4.194 0.071
H -6.748 -2.606 -3.660 0.089
H -4.770 -0.227 -1.607 0.069
H -5.748 -1.695 -1.249 0.064
H -6.324 -0.422 -2.411 0.073
H -5.965 0.403 -4.521 0.070
```

orbital gap: 8.50 eV
HOMO level: -8.11 eV
2S+1: 1
SMILES: CC1(C)CCCC(C)(C)N1O.CC1(C)CCCC(C)(C)N1O.CC1(C)CCCC(C)(C)N1O.CC1(C)CCCC(C)(C)N1O.CC1(C)CCCC(C)(C)N1O.CC1(C)CCCC(C)(C)N1O.CC1(C)CCCC(C)(C)N1O.CC1(C)CCCC(C)(C)N1O.CC1(C)CCCC(C)(C)N1O.CC1(C)CCCC(C)(C)N1O.CC1(C)CCCC(C)(C)N1O



Energy ordering: arrangement ii at the bottom, the next structure 0.525 eV above.